{"formula": "C6H11NdO4", "method": "the ωB97M-V functional and the def2-TZVPD basis", "species": ["O", "C", "C", "O", "C", "C", "Nd", "H", "H", "H", "H", "H", "O", "H", "C", "O", "C", "H", "H", "H", "H", "H"], "xyz": [[0.600, -0.942, -1.725], [0.528, -1.567, -0.486], [0.663, -0.646, 0.736], [2.082, -0.530, 1.017], [2.824, 0.532, 0.550], [2.479, 1.429, -0.389], [0.533, 1.250, -1.804], [1.281, -2.388, -0.428], [-0.437, -2.114, -0.364], [0.388, 0.231, 1.348], [3.820, 0.459, 1.013], [3.231, 2.232, -0.448], [-1.730, 1.535, -0.385], [-2.357, 2.229, -0.759], [-4.128, -0.858, 0.755], [-3.483, 0.124, -0.011], [-2.322, 0.657, 0.610], [-4.859, -1.397, 0.134], [-3.396, -1.589, 1.141], [-4.643, -0.379, 1.603], [-2.711, 1.336, 1.395], [-0.813, -0.643, 1.219]], "mulliken_spin": [-0.054, -0.020, 0.002, 0.002, 0.029, -0.044, 4.133, 0.001, 0.003, 0.004, -0.002, -0.026, -0.028, 0.004, 0.000, 0.003, 0.003, 0.000, -0.001, 0.000, -0.001, -0.009], "energy_ev": -29858.236, "homo_lumo_gap_ha": [0.179, 0.212], "s2": 6.006, "e_homo_ev": [-1.7535, -2.8107], "largest_force_ev_per_a": 2.74, "total_charge": -1, "multiplicity": 5}

{"formula": "C4H3NO3", "method": "the ωB97M-V functional and the def2-TZVPD basis", "species": ["C", "C", "C", "C", "H", "H", "H", "N", "O", "O", "O"], "xyz": [[1.291, -0.138, 0.072], [0.089, 0.075, -0.332], [-0.609, 1.218, -0.938], [-0.989, -0.943, 0.049], [2.367, -1.115, 1.446], [2.161, 0.689, 0.155], [-0.547, 2.276, -1.238], [-1.833, 1.127, -0.778], [1.487, -1.088, 1.208], [-2.203, -0.148, -0.294], [-1.215, -1.954, 0.651]], "nbo_charge": [0.238, -0.295, -0.036, 0.755, 0.477, 0.206, 0.258, -0.056, -0.671, -0.394, -0.481], "smiles": "O=C1ON=C/C1=C/O", "energy_ev": -11824.954, "de_lowest_kcal_mol": 105.6, "homo_lumo_gap_ha": 0.350, "e_homo_ev": -10.0664, "largest_force_ev_per_a": 7.97, "total_charge": 0}

{"formula": "C5H12N2O2", "method": "the ωB97M-V functional and the def2-TZVPD basis", "species": ["C", "C", "C", "C", "C", "H", "H", "H", "H", "H", "H", "H", "H", "H", "H", "H", "H", "N", "N", "O", "O"], "xyz": [[-2.550, -1.845, -0.548], [-2.872, -0.690, 0.351], [-3.663, 1.662, 0.084], [3.731, -0.236, 0.034], [4.669, 0.972, -0.340], [-2.720, -1.389, -1.596], [-2.883, -3.019, -0.645], [-1.430, -2.133, -0.553], [-3.565, -0.106, -1.360], [-3.556, 1.727, 1.162], [-3.003, 2.505, -0.255], [-4.873, 1.816, -0.164], [2.883, -1.075, 1.601], [4.334, -0.330, 2.069], [4.967, 0.746, -1.402], [5.606, 1.287, 0.187], [3.999, 1.828, -0.216], [-3.409, 0.266, -0.372], [3.790, -0.675, 1.276], [-2.466, -0.519, 1.525], [3.012, -0.791, -0.837]], "nbo_charge": [-0.717, 0.637, -0.428, 0.674, -0.736, 0.182, 0.259, 0.259, 0.397, 0.241, 0.214, 0.200, 0.404, 0.401, 0.243, 0.224, 0.234, -0.599, -0.815, -0.646, -0.629], "smiles": "CNC(C)=O.CC(N)=O", "energy_ev": -12453.217, "de_lowest_kcal_mol": 63.8, "homo_lumo_gap_ha": 0.376, "e_homo_ev": -9.5298, "largest_force_ev_per_a": 5.23, "total_charge": 0}

{"formula": "C39H29CrN5O4P", "method": "the ωB97M-V functional and the def2-TZVPD basis", "species": ["Cr", "O", "C", "N", "C", "C", "C", "C", "C", "C", "N", "C", "O", "C", "C", "C", "C", "C", "N", "C", "C", "C", "C", "C", "N", "H", "H", "H", "H", "H", "H", "H", "H", "H", "H", "H", "H", "O", "C", "O", "C", "C", "C", "C", "C", "C", "P", "C", "C", "C", "C", "C", "C", "C", "C", "C", "C", "C", "C", "H", "H", "H", "H", "H", "H", "H", "H", "H", "H", "H", "H", "H", "H", "C", "C", "N", "H", "H", "H"], "xyz": [[0.597, -0.268, -0.146], [-1.137, -3.778, -1.201], [-0.739, -2.732, -0.725], [0.429, -2.080, -0.941], [1.608, -2.800, -1.154], [1.753, -3.984, -1.864], [2.983, -4.635, -1.869], [4.053, -4.110, -1.163], [3.923, -2.922, -0.447], [2.701, -2.247, -0.442], [2.365, -1.051, 0.209], [3.255, -0.322, 0.981], [4.445, -0.607, 1.170], [2.635, 0.854, 1.570], [3.314, 1.650, 2.501], [2.693, 2.718, 3.093], [1.334, 3.009, 2.716], [0.728, 2.214, 1.787], [1.314, 1.148, 1.195], [-1.447, -2.112, 0.458], [-2.653, -2.603, 0.925], [-3.165, -2.117, 2.113], [-2.445, -1.146, 2.798], [-1.265, -0.683, 2.252], [-0.767, -1.155, 1.109], [0.907, -4.383, -2.404], [3.101, -5.560, -2.422], [5.004, -4.629, -1.160], [4.752, -2.515, 0.108], [4.334, 1.367, 2.726], [3.202, 3.328, 3.828], [0.795, 3.842, 3.146], [-0.288, 2.433, 1.472], [-3.143, -3.365, 0.335], [-4.101, -2.490, 2.510], [-2.795, -0.748, 3.741], [-0.687, 0.094, 2.737], [-1.864, 1.196, -3.977], [-1.507, 0.081, -3.523], [-2.065, -0.610, -2.653], [-0.217, -0.457, -4.161], [-0.423, -1.231, -5.301], [0.631, -1.691, -6.068], [1.928, -1.355, -5.719], [2.158, -0.583, -4.594], [1.108, -0.136, -3.784], [1.511, 0.782, -2.232], [3.307, 1.122, -2.387], [4.209, 0.112, -2.052], [5.574, 0.317, -2.163], [6.060, 1.533, -2.621], [5.171, 2.541, -2.964], [3.804, 2.342, -2.844], [0.864, 2.473, -2.506], [0.253, 2.891, -3.682], [-0.226, 4.191, -3.792], [-0.099, 5.080, -2.735], [0.529, 4.674, -1.561], [1.008, 3.378, -1.451], [-1.443, -1.473, -5.576], [0.440, -2.294, -6.948], [2.763, -1.694, -6.320], [3.176, -0.325, -4.347], [3.846, -0.846, -1.714], [6.255, -0.476, -1.881], [7.128, 1.695, -2.706], [5.543, 3.492, -3.329], [3.123, 3.139, -3.110], [0.138, 2.201, -4.506], [-0.711, 4.506, -4.708], [-0.489, 6.088, -2.819], [0.639, 5.362, -0.731], [1.507, 3.063, -0.540], [-2.822, 2.585, -1.209], [-1.787, 1.689, -0.742], [-0.967, 0.954, -0.448], [-2.969, 2.326, -2.263], [-2.496, 3.619, -1.112], [-3.744, 2.420, -0.654]], "mulliken_spin": [3.216, 0.028, 0.005, -0.120, 0.032, -0.013, 0.020, -0.012, 0.030, -0.012, -0.060, 0.022, 0.111, 0.413, -0.135, 0.277, 0.092, -0.029, 0.141, 0.039, -0.008, 0.011, -0.009, 0.010, -0.010, 0.000, 0.002, -0.001, 0.002, 0.000, 0.035, 0.010, 0.026, 0.000, 0.001, 0.000, 0.005, 0.000, 0.028, 0.007, -0.009, 0.000, -0.001, 0.001, 0.003, -0.012, -0.056, 0.043, 0.002, -0.001, 0.002, 0.000, -0.001, -0.008, -0.007, 0.001, -0.002, -0.008, 0.024, 0.000, 0.000, 0.000, 0.000, 0.002, 0.001, 0.000, 0.000, 0.000, -0.001, 0.000, 0.000, -0.002, 0.005, -0.002, 0.090, -0.225, 0.001, 0.002, 0.002], "energy_ev": -94269.232, "de_lowest_kcal_mol": 17.7, "homo_lumo_gap_ha": [0.168, 0.248], "s2": 6.048, "e_homo_ev": [-2.2957, -4.6273], "largest_force_ev_per_a": 1.65, "total_charge": -1, "multiplicity": 5}